No. 1
A cluster of 2 separate species, C20H38N3 in total in a non-equilibrium geometry, computed with wB97M-V/def2-TZVPD.

XYZ file:
```
61
C20H38N3 | the OMol25 dataset | wB97M-V/def2-TZVPD
C -3.670 3.157 -0.813
C -3.924 2.600 -2.196
C -4.736 1.310 -2.219
C -3.488 3.140 -3.374
C -2.066 3.398 -3.805
C -1.051 3.789 -2.708
C 0.016 2.709 -2.388
C 0.728 3.135 -1.090
C -0.661 1.338 -2.313
C 0.074 0.269 -1.468
C -0.918 -0.777 -1.051
C -1.119 -1.156 0.288
C -2.078 -2.115 0.497
C -2.792 -2.688 -0.569
N -2.576 -2.326 -1.808
N -1.663 -1.385 -1.968
H -3.157 4.109 -0.882
H -4.636 3.263 -0.321
H -3.049 2.487 -0.200
H -4.658 0.857 -1.228
H -4.379 0.626 -2.981
H -5.802 1.529 -2.350
H -4.254 3.358 -4.121
H -2.092 4.232 -4.514
H -1.727 2.547 -4.399
H -0.485 4.640 -3.090
H -1.517 4.139 -1.794
H 0.735 2.764 -3.206
H 0.161 2.757 -0.235
H 1.749 2.760 -1.069
H 0.709 4.217 -0.994
H -0.705 0.944 -3.333
H -1.697 1.405 -1.973
H 0.853 -0.245 -2.036
H 0.508 0.651 -0.550
H -0.534 -0.717 1.081
H -2.298 -2.452 1.502
H -3.532 -3.456 -0.406
H -1.511 -1.106 -2.932
C 1.914 -2.949 1.006
C 3.204 -3.040 1.804
N 3.487 -1.838 2.565
C 4.835 -1.814 3.118
C 5.203 -2.863 4.172
C 2.432 -1.396 3.460
C 1.953 -2.365 4.550
H 1.929 -2.079 0.341
H 1.792 -3.842 0.392
H 1.038 -2.880 1.655
H 4.024 -3.195 1.099
H 3.163 -3.941 2.435
H 5.022 -0.818 3.527
H 5.531 -1.913 2.280
H 4.770 -2.636 5.144
H 6.286 -2.880 4.304
H 4.896 -3.869 3.882
H 1.565 -1.118 2.851
H 2.747 -0.460 3.926
H 1.831 -3.382 4.175
H 0.983 -2.039 4.931
H 2.633 -2.392 5.399
```

total charge: +1
energy: -948.76474 Eh

---

No. 2
A cluster of 2 separate species, C6H12O2 in total in a non-equilibrium geometry, computed with wB97M-V/def2-TZVPD.

XYZ file:
```
20
C6H12O2 | the OMol25 dataset | wB97M-V/def2-TZVPD
C -1.338 0.524 -2.616
C -0.166 1.358 -2.108
C 0.085 1.166 -0.632
C 0.767 0.129 -0.144
C 0.960 -0.224 1.270
C 1.982 -0.966 1.658
O 2.227 -1.373 2.939
H -2.242 0.695 -2.034
H -1.107 -0.536 -2.584
H -1.491 0.699 -3.687
H -0.332 2.413 -2.305
H 0.724 1.029 -2.642
H -0.187 1.975 0.044
H 1.146 -0.617 -0.841
H 0.250 0.187 1.987
H 2.765 -1.342 1.009
H 1.641 -0.894 3.549
O -1.822 -1.387 2.775
H -1.588 -0.756 2.080
H -2.273 -2.081 2.284
```

SMILES string: CC/C=C/C=C/O.O
energy: -386.24473 Eh

---

No. 3
A structure of composition C22H51N2O12S2 in a non-equilibrium geometry, computed with wB97M-V/def2-TZVPD.

XYZ file:
```
89
C22H51N2O12S2 | the OMol25 dataset | wB97M-V/def2-TZVPD
C 9.654 0.476 1.514
C 8.574 0.695 0.759
C 8.379 -0.072 -0.507
O 9.039 0.021 -1.497
O 7.380 -0.981 -0.404
C 6.054 -0.402 -0.319
C 5.037 -1.489 -0.585
C 4.833 -2.422 0.628
C 3.418 -2.324 1.234
C 2.479 -3.430 0.713
C 1.085 -2.889 0.371
S -0.082 -4.242 0.401
O 0.548 -5.305 -0.359
O -0.291 -4.558 1.797
N -1.396 -3.816 -0.401
S -1.931 -2.349 -0.204
O -1.745 -1.769 1.106
O -1.574 -1.483 -1.307
O -3.504 -2.653 -0.368
C -4.320 -1.541 -0.009
C -5.729 -1.869 -0.491
N -6.703 -1.033 0.202
C -8.075 -1.443 -0.092
C -9.125 -0.400 0.338
C -8.611 0.515 1.447
O -10.324 -1.059 0.767
H 9.574 0.576 2.590
H 10.626 0.263 1.089
H 7.822 1.433 1.016
H 5.911 0.041 0.670
H 5.972 0.396 -1.063
H 4.098 -1.003 -0.852
H 5.409 -2.064 -1.433
H 5.594 -2.212 1.384
H 4.996 -3.453 0.313
H 3.520 -2.457 2.313
H 2.997 -1.334 1.054
H 2.364 -4.187 1.489
H 2.878 -3.930 -0.168
H 0.778 -2.143 1.103
H 1.101 -2.416 -0.611
H -4.368 -1.412 1.075
H -3.988 -0.622 -0.485
H -5.887 -2.936 -0.267
H -5.788 -1.743 -1.572
H -6.569 -1.201 1.193
H -8.336 -2.375 0.432
H -8.177 -1.649 -1.158
H -9.440 0.213 -0.507
H -8.021 1.337 1.048
H -8.027 -0.054 2.163
H -9.459 0.948 1.979
H -10.130 -1.477 1.614
C -2.091 3.154 -1.421
C -2.705 1.853 -1.900
O -4.016 1.663 -1.355
H -2.035 3.168 -0.332
H -1.087 3.284 -1.828
H -2.700 4.009 -1.732
H -2.111 1.001 -1.574
H -2.761 1.842 -2.987
H -4.569 2.397 -1.638
C -6.508 1.800 5.903
C -6.592 0.377 5.382
O -6.761 0.340 3.968
H -7.406 2.357 5.632
H -6.399 1.815 6.988
H -5.653 2.320 5.464
H -7.455 -0.135 5.806
H -5.693 -0.182 5.657
H -6.001 0.776 3.568
C -2.226 2.674 -7.273
C -2.788 2.235 -5.934
O -2.463 3.153 -4.893
H -1.143 2.780 -7.212
H -2.465 1.951 -8.054
H -2.636 3.645 -7.565
H -2.366 1.277 -5.636
H -3.876 2.123 -5.995
H -2.837 4.009 -5.123
C 12.548 3.061 -0.128
C 13.418 2.710 1.064
O 13.003 1.495 1.683
H 11.505 3.149 0.177
H 12.862 4.002 -0.581
H 12.600 2.279 -0.890
H 13.350 3.481 1.830
H 14.467 2.625 0.759
H 13.071 0.796 1.025
```

total charge: -1
energy: -2677.55164 Eh